Entry 1:
ORCA calculation (ωB97M-V/def2-TZVPD) on a cluster of 6 separate species, C26H50NO10 in total.

The calculation puts the maximum force at 7.11 eV Å⁻¹. Its charge is +1. Its HOMO energy is -0.4318 Ha. As for the spin multiplicity: 1.

XYZ file:
```
87
Properties=species:S:1:pos:R:3:forces:R:3:mulliken_charge:R:1
C 4.097 1.798 -3.555 -6.2 -2.6 -2.2 -0.231
C 3.023 1.116 -3.934 4.7 4.0 1.2 -0.452
C 1.516 0.692 -4.402 0.7 1.6 1.6 0.346
C 0.658 0.879 -2.998 1.5 -0.5 0.7 0.300
C -0.235 2.220 -3.228 -0.5 -2.0 -0.8 -0.635
N 0.656 2.999 -4.202 -0.5 0.2 1.0 -0.193
C 0.963 1.961 -5.265 2.8 -0.8 -1.6 -0.796
H 4.894 2.596 -3.277 -1.6 -2.3 -0.6 0.346
H 1.447 -0.343 -4.890 0.1 1.8 0.7 0.458
H 1.531 0.976 -2.239 -1.9 0.4 -0.9 0.063
H 0.136 -0.078 -2.620 0.2 1.7 -1.0 -0.339
H -1.079 1.864 -3.953 0.9 0.9 1.9 0.274
H -0.550 2.843 -2.315 0.5 -1.1 -1.5 0.371
H 1.448 3.334 -3.609 0.2 -0.9 -1.1 0.388
H 0.260 3.889 -4.554 -0.2 -0.9 -0.1 0.363
H 1.870 2.349 -5.879 -1.8 -0.6 0.9 0.425
H 0.087 1.727 -5.998 1.3 0.7 1.8 0.307
O -1.309 -4.381 -2.371 1.0 0.7 0.3 -0.590
C -0.150 -4.186 -2.068 -0.7 -0.8 -0.4 0.799
O 0.333 -2.929 -2.007 -0.5 0.6 0.1 -0.281
C 1.619 -2.575 -1.468 0.3 -0.1 0.0 0.201
C 2.699 -2.687 -2.526 0.1 -0.2 -0.1 -0.980
C 0.794 -5.337 -1.853 0.1 -0.2 0.6 -1.099
H 1.846 -3.157 -0.572 -0.1 0.0 -0.1 0.305
H 1.541 -1.532 -1.146 -0.2 -0.2 0.0 -0.138
H 2.805 -3.714 -2.884 0.0 0.1 0.1 0.328
H 3.662 -2.358 -2.129 -0.1 0.0 0.0 0.337
H 2.447 -2.073 -3.396 0.0 0.0 0.1 0.164
H 1.208 -5.647 -2.814 0.0 0.0 0.1 0.290
H 0.231 -6.167 -1.420 0.0 0.1 -0.3 0.341
H 1.598 -5.118 -1.154 0.1 0.1 -0.2 0.336
O -0.228 -0.267 2.210 -0.7 0.1 -1.0 -0.708
C -1.133 -0.781 1.581 0.0 -0.1 0.7 0.705
O -1.425 -0.346 0.342 0.8 0.4 -0.1 -0.332
C -2.328 -1.006 -0.560 -0.5 -0.3 0.0 -0.014
C -3.757 -0.560 -0.325 0.1 0.1 0.2 -1.054
C -2.003 -1.835 2.203 0.1 -0.5 0.1 -0.876
H -2.212 -2.091 -0.510 0.1 0.1 0.0 0.213
H -2.023 -0.711 -1.568 0.2 0.0 0.2 0.229
H -4.101 -0.826 0.677 0.0 -0.1 -0.1 0.246
H -4.429 -1.018 -1.055 0.1 0.1 0.1 0.459
H -3.837 0.527 -0.408 0.0 -0.2 -0.1 0.152
H -2.808 -1.355 2.763 0.0 0.0 -0.1 0.329
H -1.391 -2.424 2.889 -0.2 0.3 -0.1 0.039
H -2.418 -2.540 1.486 -0.1 0.1 0.0 0.335
O 4.010 -0.024 0.667 0.1 0.9 0.6 -0.570
C 3.696 0.909 1.380 -0.2 -0.7 -0.3 0.655
O 4.612 1.497 2.172 0.5 -0.1 -0.4 -0.374
C 4.398 2.720 2.894 -0.1 0.0 0.3 -0.350
C 3.751 2.451 4.237 -0.2 -0.2 0.1 -0.877
C 2.265 1.360 1.468 0.0 0.5 -0.4 -0.071
H 3.835 3.440 2.293 -0.1 -0.1 0.0 0.342
H 5.386 3.160 3.054 0.0 -0.3 -0.2 0.311
H 2.761 2.002 4.124 0.0 0.1 0.0 0.198
H 3.646 3.378 4.807 0.0 -0.1 0.0 0.359
H 4.354 1.747 4.817 0.0 0.2 -0.1 0.287
H 1.741 0.756 2.209 0.0 0.1 -0.2 0.089
H 1.797 1.215 0.491 0.0 -0.3 0.2 -0.288
H 2.153 2.417 1.704 0.0 0.0 0.3 0.341
O 0.442 -3.583 2.468 0.8 -0.3 0.7 -0.546
C 1.038 -3.448 3.521 -0.5 0.1 -0.2 0.784
O 1.819 -4.438 3.989 0.1 -0.2 -0.6 -0.389
C 2.715 -4.308 5.105 0.0 0.0 0.3 -0.362
C 1.996 -4.576 6.412 -0.2 0.0 0.1 -0.952
C 0.835 -2.222 4.368 0.5 0.6 -0.2 -0.608
H 3.221 -3.340 5.094 -0.2 0.0 0.0 0.329
H 3.493 -5.063 4.963 -0.2 0.1 -0.2 0.308
H 1.201 -3.848 6.589 0.1 0.0 0.0 0.275
H 2.694 -4.537 7.251 0.0 0.0 -0.1 0.363
H 1.524 -5.563 6.392 0.2 0.1 0.0 0.290
H -0.041 -2.362 5.004 0.1 0.0 0.0 0.282
H 0.663 -1.370 3.703 -0.2 -0.3 0.2 0.042
H 1.699 -1.964 4.977 -0.1 -0.2 0.2 0.373
O -5.843 1.513 -1.227 0.2 1.3 0.1 -0.557
C -5.555 2.679 -1.399 -0.5 -0.8 -0.1 0.835
O -5.807 3.589 -0.439 0.2 -0.3 0.4 -0.362
C -5.329 4.944 -0.457 -0.2 0.2 -0.1 -0.330
C -6.273 5.842 -1.229 -0.1 0.0 -0.2 -0.944
C -5.006 3.150 -2.718 0.7 0.0 -0.2 -1.027
H -4.302 4.995 -0.827 -0.1 -0.1 -0.1 0.275
H -5.297 5.271 0.586 -0.1 -0.3 -0.1 0.320
H -6.344 5.544 -2.278 0.1 0.1 0.1 0.264
H -5.937 6.881 -1.187 0.0 -0.1 0.0 0.358
H -7.283 5.782 -0.815 0.2 0.0 0.0 0.300
H -5.833 3.364 -3.397 0.1 0.0 0.1 0.281
H -4.393 2.350 -3.140 -0.3 0.0 0.0 0.266
H -4.357 4.020 -2.636 -0.2 0.2 0.0 0.345
```
Forces are in eV/Å.

=====

Entry 2:
ORCA calculation (ωB97M-V/def2-TZVPD) on a cluster of 5 separate species, C10H31NO6 in total.

As for the SMILES: COCCNCCOC.CO.CO.CO.CO. The calculation puts the maximum force at 7.81 eV Å⁻¹. Its HOMO energy is -0.3460 Ha. As for the spin multiplicity: 1.

XYZ file:
```
48
Properties=species:S:1:pos:R:3:forces:R:3:mulliken_charge:R:1
C -3.752 3.518 5.257 2.6 -0.3 6.0 -0.593
O -4.698 4.443 5.486 -0.6 6.4 2.1 -0.551
H -4.359 2.748 5.044 -0.7 -3.6 -2.0 0.234
H -3.352 3.266 6.349 -0.5 -0.4 -1.6 0.246
H -2.803 3.753 4.883 0.8 0.4 -2.2 0.341
H -4.303 5.207 6.112 -1.5 -2.6 -2.3 0.317
C -1.414 -0.073 -0.229 -0.8 -4.2 -0.8 -0.495
O -0.334 0.181 -1.076 -3.8 3.7 -0.1 -0.580
H -2.377 -0.263 -0.929 2.0 -1.1 1.4 0.223
H -1.867 0.756 0.174 0.2 2.5 1.9 0.272
H -1.092 -0.935 0.621 -1.5 2.3 -2.4 0.102
H 0.380 -0.372 -0.992 0.8 -1.8 2.5 -0.004
C -0.056 0.628 3.862 -5.0 -2.0 2.1 -1.253
O -1.044 1.604 4.075 -1.4 -0.2 -0.4 -0.487
H 0.662 0.886 3.292 5.0 2.7 -4.5 0.636
H -0.434 -0.272 3.447 -1.1 -0.8 -1.1 0.260
H 0.435 0.144 4.645 0.4 0.3 2.8 0.505
H -1.868 1.428 3.506 2.0 0.4 1.1 0.429
C -3.774 -0.081 3.580 -5.0 0.5 -0.7 -0.789
O -3.646 1.181 2.850 4.1 -2.5 3.9 -0.521
H -3.935 -0.987 2.964 -0.2 0.8 -0.1 0.346
H -4.538 -0.096 4.489 0.3 0.5 -2.3 0.269
H -3.037 -0.299 4.202 4.6 -0.2 1.8 0.344
H -4.363 1.314 2.339 -3.8 0.6 -2.6 0.288
C 2.771 -0.578 -7.893 3.8 -1.4 2.0 -0.845
O 2.072 -0.997 -6.702 -1.1 1.4 -3.5 -0.300
C 2.880 -1.053 -5.620 0.5 -1.3 2.9 -0.509
C 1.986 -1.258 -4.303 1.3 -1.6 -2.0 -0.484
N 2.771 -1.123 -3.066 -2.2 0.1 2.3 -0.476
C 1.718 -1.353 -1.933 1.2 -2.0 0.1 -0.600
C 2.346 -1.400 -0.449 4.7 0.8 -6.2 -0.542
O 1.385 -1.419 0.396 -4.0 0.1 5.0 -0.255
C 1.794 -1.584 1.764 0.2 0.4 1.0 -0.573
H 3.157 0.430 -7.938 -0.1 0.7 1.0 0.327
H 2.356 -0.668 -8.812 -2.9 -0.7 -2.2 0.391
H 3.727 -1.214 -8.118 -1.3 0.7 1.1 0.261
H 3.554 -0.200 -5.494 -0.2 0.3 0.0 0.327
H 3.514 -1.931 -5.756 0.5 -0.2 0.4 0.309
H 1.366 -2.228 -4.414 1.5 1.2 0.5 0.256
H 1.275 -0.510 -4.287 -1.8 1.7 -0.4 0.399
H 2.799 -0.108 -2.889 0.9 -0.3 -0.8 0.368
H 1.111 -2.315 -2.202 1.2 1.6 0.8 0.229
H 1.009 -0.546 -1.839 1.6 -0.5 -2.9 0.874
H 3.121 -0.534 -0.375 -1.3 -0.8 0.1 0.283
H 2.956 -2.277 -0.492 0.7 -1.0 0.5 0.410
H 2.113 -2.629 1.953 -0.8 0.3 0.0 0.342
H 1.073 -1.148 2.559 0.7 -1.2 -1.9 -0.138
H 2.716 -1.033 1.958 0.1 0.4 -0.3 0.401
```
Forces are in eV/Å.

=====

Which ΔE to the lowest compared entry with this formula, charge and spin belongs to each record? In order, 295.1 931.4 kJ/mol.
Which LUMO belongs to each record? In order, -3.287 0.615 eV.